Computed, not measured: a gas-phase ion, C6H14NO (charge +1) at a distorted geometry, with ωB97M-V/def2-TZVPD.

Output
- Max |F|: 6.3 eV/A
- HOMO level: -12.4177 eV
- E_LUMO: -3.36 eV
- Total charge: +1
- Frontier orbital gap: 9.1 eV
- Molecular weight: 116.18 g/mol
- Energy: -9977.0306 eV
- Structure (SMILES): [NH3+]CCC/C=C/CO
- Energy above the lowest of the compared OMol25 structures with the same formula, charge and spin: 310.1 kJ/mol

Each atom is followed by the atoms it is bonded to, with distances in Å.
Atoms and positions in Å:
1 O -0.1434 1.4189 1.9007  C7 1.493, H9 0.940
2 N 1.8141 0.9610 -0.4841  C3 1.581, H10 1.043, H17 1.021, H19 0.962
3 C 1.1864 0.4915 -1.8567  N2 1.581, C6 1.517, H11 1.133, H22 1.099
4 C -0.9326 -0.5490 1.3316  C5 1.441, C7 1.469, H15 1.102
5 C -1.3548 -1.0811 0.0610  C4 1.441, C8 1.501, H13 1.052
6 C 0.5638 -0.8912 -1.8340  C3 1.517, C8 1.664, H18 1.077, H21 1.096
7 C -1.4713 0.7579 1.7299  O1 1.493, C4 1.469, H12 1.115, H14 1.053
8 C -0.2725 -1.7837 -0.7057  C5 1.501, C6 1.664, H16 1.123, H20 1.099
9 H -0.1543 2.3188 2.1730  O1 0.940
10 H 2.2558 0.1067 -0.0814  N2 1.043
11 H 1.8976 0.7409 -2.7033  C3 1.133
12 H -2.0887 0.9718 2.6340  C7 1.115
13 H -2.2346 -0.9374 -0.4977  C5 1.052
14 H -2.0410 1.3583 1.0796  C7 1.053
15 H -0.0285 -0.9494 1.8179  C4 1.102
16 H 0.4081 -2.3170 0.0113  C8 1.123
17 H 1.0322 1.3846 0.0176  N2 1.021
18 H -0.2354 -0.9428 -2.5536  C6 1.077
19 H 2.5543 1.5591 -0.6261  N2 0.962
20 H -0.8034 -2.6018 -1.2130  C8 1.099
21 H 1.2239 -1.6348 -2.2952  C6 1.096
22 H 0.3487 1.1982 -1.9374  C3 1.099